[1]
Formula: C26H16F12N3O2SeTa
Source: the OMol25 dataset
Level of theory: ωB97M-V/def2-TZVPD

Last column: natural (NBO) charge in e.
Cartesian coordinates (Å):
1 Ta 0.5936 -1.5003 0.6076  2.524
2 C -5.5893 1.6448 0.8216  -0.645
3 C -4.1588 1.2207 0.6703  0.023
4 C -3.4123 1.5497 -0.4543  -0.172
5 C -2.0818 1.1760 -0.5507  -0.195
6 C -1.4871 0.4473 0.4651  0.060
7 N -0.0376 0.2531 0.3602  -0.621
8 C 0.7765 1.4697 0.3805  0.174
9 C 0.1827 2.6344 0.8460  -0.218
10 C 0.9025 3.8141 0.9267  -0.162
11 C 2.2340 3.8693 0.5404  0.036
12 C 3.0284 5.1397 0.6023  -0.648
13 C 2.8304 2.6875 0.1087  -0.110
14 C 2.1405 1.4856 0.0431  -0.135
15 C 2.8797 0.2408 -0.4208  0.095
16 O 2.2995 -0.9116 0.1860  -0.752
17 C 4.3846 0.1840 -0.0259  0.975
18 F 5.1169 0.9586 -0.8204  -0.293
19 F 4.5385 0.5685 1.2365  -0.292
20 F 4.8224 -1.0689 -0.1323  -0.295
21 C 2.7086 0.0760 -1.9587  0.969
22 F 3.4631 -0.9023 -2.4499  -0.296
23 F 2.9803 1.1990 -2.5903  -0.275
24 F 1.4162 -0.2509 -2.2070  -0.330
25 C -2.2413 0.0082 1.5654  -0.094
26 C -3.5565 0.4383 1.6579  -0.119
27 C -1.6765 -1.0232 2.5484  0.086
28 O -0.7951 -1.8645 1.8144  -0.762
29 C -0.8382 -0.3851 3.6877  0.968
30 F 0.3102 0.1018 3.1333  -0.331
31 F -1.4822 0.6129 4.2576  -0.275
32 F -0.4722 -1.2693 4.5988  -0.279
33 C -2.7574 -1.9816 3.1198  0.976
34 F -3.5219 -2.4258 2.1115  -0.313
35 F -3.5235 -1.3685 4.0144  -0.290
36 F -2.1861 -3.0347 3.6855  -0.284
37 H -5.8829 2.3407 0.0393  0.238
38 H -5.7490 2.1238 1.7877  0.245
39 H -6.2515 0.7790 0.7733  0.246
40 H -3.8620 2.1272 -1.2514  0.244
41 H -1.4797 1.4981 -1.3912  0.245
42 H -0.8513 2.6343 1.1562  0.238
43 H 0.4120 4.7042 1.2983  0.241
44 H 2.4079 5.9807 0.9026  0.237
45 H 3.4681 5.3665 -0.3692  0.244
46 H 3.8451 5.0451 1.3192  0.247
47 H 3.8710 2.7245 -0.1805  0.235
48 H -4.1606 0.1430 2.5046  0.239
49 Se -2.0371 -2.8254 -1.0357  1.121
50 N -0.2055 -2.6712 -0.8970  -0.913
51 C 0.3549 -3.2370 -1.9968  0.285
52 C 1.7232 -3.3869 -2.2674  -0.305
53 C 2.0790 -4.0071 -3.4342  -0.054
54 C 1.1225 -4.5017 -4.3710  -0.189
55 C -0.2072 -4.3833 -4.1334  -0.141
56 C -0.6213 -3.7463 -2.9266  0.068
57 N -1.8898 -3.5979 -2.5831  -0.486
58 H 2.4769 -3.0290 -1.5781  0.239
59 H 3.1296 -4.1354 -3.6613  0.252
60 H 1.4781 -4.9820 -5.2715  0.259
61 H -0.9611 -4.7571 -4.8121  0.266

Results
M in g mol⁻¹: 890.317
Charge: +2
Energy relative to the best compared isomer or geometry (same formula, charge and spin) in eV: 0.000
Multiplicity: 1

[2]
Formula: C26H17F2N3O2SY
Source: the OMol25 dataset
Level of theory: ωB97M-V/def2-TZVPD

Last column: natural (NBO) charge in e.
Cartesian coordinates (Å):
1 Y -0.0821 -0.4248 0.0948  2.337
2 F -1.2161 5.0863 -1.3537  -0.309
3 C -1.4480 4.0516 -0.5359  0.436
4 C -0.9563 2.8016 -0.8694  -0.321
5 C -1.1741 1.6971 -0.0438  -0.569
6 C -1.9583 1.8972 1.1218  -0.205
7 C -2.4051 3.1837 1.4242  0.439
8 F -3.0953 3.4103 2.5593  -0.320
9 C -2.1600 4.2777 0.6236  -0.347
10 C -2.3525 0.7413 1.9729  0.243
11 C -3.6003 0.6815 2.5904  -0.226
12 C -3.9172 -0.4123 3.3716  -0.110
13 C -2.9993 -1.4456 3.5084  -0.255
14 C -1.8146 -1.3556 2.8146  0.075
15 N -1.4855 -0.2919 2.0615  -0.628
16 H -0.4275 2.7212 -1.8128  0.215
17 H -2.5187 5.2606 0.8917  0.258
18 H -4.3022 1.4875 2.4534  0.248
19 H -4.8794 -0.4636 3.8637  0.237
20 H -3.2041 -2.3174 4.1118  0.241
21 H -1.0970 -2.1650 2.8362  0.213
22 O 0.2712 -4.2731 -1.2034  -0.895
23 S 0.3697 -3.3671 -0.1046  2.322
24 O -0.8687 -2.5972 0.2556  -1.048
25 N 1.3418 -2.1443 -0.2984  -1.133
26 C 2.4903 -2.1212 -1.0985  0.133
27 C 3.3248 -3.1563 -1.4120  -0.214
28 C 4.4633 -2.9187 -2.2168  -0.172
29 C 4.7674 -1.6674 -2.6636  -0.184
30 C 3.9320 -0.5734 -2.3256  -0.102
31 C 4.1985 0.7559 -2.7167  -0.079
32 C 3.3581 1.7592 -2.3247  -0.258
33 C 2.2336 1.4346 -1.5513  0.092
34 N 1.9282 0.2034 -1.1765  -0.620
35 C 2.7844 -0.8073 -1.5499  0.211
36 C 0.8138 -4.2940 1.3241  -0.293
37 C 1.2479 -3.6440 2.4733  -0.225
38 C 1.5541 -4.3847 3.6009  -0.192
39 C 1.4261 -5.7695 3.5736  -0.171
40 C 0.9989 -6.4094 2.4204  -0.200
41 C 0.6907 -5.6746 1.2834  -0.182
42 H 3.1169 -4.1591 -1.0645  0.235
43 H 5.1017 -3.7539 -2.4700  0.234
44 H 5.6444 -1.4891 -3.2711  0.228
45 H 5.0764 0.9639 -3.3158  0.235
46 H 3.5324 2.7910 -2.5914  0.243
47 H 1.5611 2.2177 -1.2244  0.220
48 H 1.3761 -2.5671 2.4922  0.215
49 H 1.9022 -3.8878 4.4961  0.230
50 H 1.6687 -6.3499 4.4534  0.232
51 H 0.9035 -7.4861 2.3967  0.234
52 H 0.3593 -6.1656 0.3796  0.252

Results
M in g mol⁻¹: 562.410
Charge: +1
Energy relative to the best compared isomer or geometry (same formula, charge and spin) in eV: 0.284
Multiplicity: 1

[3]
Formula: C26H17FN6NiO5S2Se
Source: the OMol25 dataset
Level of theory: ωB97M-V/def2-TZVPD

Last column: natural (NBO) charge in e.
Cartesian coordinates (Å):
1 Ni -0.5576 -0.1916 0.5686  1.188
2 O -1.3784 -0.5523 -3.6904  -0.684
3 C -0.0982 -0.6615 -4.0739  0.348
4 C 0.1591 -0.7661 -5.4445  -0.290
5 C 1.4539 -0.8693 -5.9118  -0.194
6 C 2.5264 -0.8716 -5.0235  -0.285
7 C 2.2761 -0.7748 -3.6672  -0.158
8 C 0.9782 -0.6697 -3.1695  -0.145
9 C 0.7394 -0.5531 -1.7095  0.547
10 O -0.4768 -0.3338 -1.3196  -0.754
11 N 1.7536 -0.6164 -0.8958  -0.447
12 N 1.2865 -0.4406 0.4039  -0.352
13 C 2.1639 -0.4381 1.3366  0.143
14 C 1.8574 -0.2209 2.7229  -0.251
15 C 2.9183 -0.1879 3.6409  -0.142
16 C 2.7179 0.0212 4.9851  -0.323
17 C 1.4006 0.1972 5.4393  -0.211
18 C 0.3397 0.1643 4.5720  -0.249
19 C 0.5150 -0.0440 3.1732  0.404
20 O -0.5244 -0.0648 2.4217  -0.691
21 H -1.3758 -0.4684 -2.7009  0.528
22 H -0.6880 -0.7684 -6.1187  0.210
23 H 1.6307 -0.9543 -6.9780  0.194
24 H 3.5423 -0.9606 -5.3868  0.198
25 H 3.0841 -0.7913 -2.9480  0.232
26 H 3.1998 -0.6009 1.0443  0.180
27 H 3.9241 -0.3381 3.2602  0.192
28 H 3.5510 0.0397 5.6759  0.192
29 H 1.2160 0.3575 6.4967  0.189
30 H -0.6782 0.2939 4.9175  0.205
31 Se -1.4212 5.8690 1.7817  0.895
32 N -0.4867 6.3533 0.3409  -0.626
33 C 0.0087 5.2362 -0.1456  0.058
34 C 0.8378 5.1456 -1.3085  -0.186
35 C 1.2717 3.9182 -1.6613  -0.226
36 C 0.8968 2.7581 -0.8870  0.087
37 N 0.1405 2.7775 0.1601  -0.370
38 C -0.3129 4.0063 0.5635  0.265
39 N -1.0708 4.1450 1.6297  -0.560
40 H 1.0901 6.0417 -1.8601  0.216
41 H 1.9028 3.7734 -2.5284  0.219
42 H 1.2706 1.7870 -1.1959  0.218
43 O 0.9835 -8.9098 1.0372  -0.973
44 S 0.8093 -8.2032 -0.2129  2.284
45 O 1.5148 -8.7600 -1.3466  -0.973
46 N 1.0674 -6.6177 -0.0578  -0.826
47 C -0.0282 -5.8945 -0.2695  0.081
48 S -0.1755 -4.2349 -0.2196  -0.240
49 C -1.2369 -6.7474 -0.5854  -0.110
50 C -2.5362 -6.3411 -0.8438  -0.182
51 C -3.4919 -7.3138 -1.1063  -0.212
52 C -3.1583 -8.6681 -1.1106  -0.233
53 C -1.8556 -9.0739 -0.8498  -0.228
54 C -0.9215 -8.0897 -0.5916  -0.245
55 H -2.7686 -5.2838 -0.8326  0.250
56 H -4.5142 -7.0175 -1.3098  0.198
57 H -3.9222 -9.4087 -1.3177  0.195
58 H -1.5787 -10.1207 -0.8473  0.213
59 F -2.3387 0.0868 0.5275  -0.762

Results
M in g mol⁻¹: 714.244
Charge: -2
Energy relative to the best compared isomer or geometry (same formula, charge and spin) in eV: 0.991
Multiplicity: 1

[4]
Formula: C26H17N5O3PtS
Source: the OMol25 dataset
Level of theory: ωB97M-V/def2-TZVPD

Last column: natural (NBO) charge in e.
Cartesian coordinates (Å):
1 Pt 0.3980 -0.1327 -0.0342  0.900
2 O 0.8287 0.3282 1.8834  -0.662
3 C -0.0706 0.3752 2.8099  0.396
4 C 0.3471 0.8872 4.0730  -0.236
5 C -0.4984 0.9875 5.1449  -0.211
6 C -1.8360 0.5737 5.0441  -0.317
7 C -2.2659 0.0658 3.8426  -0.146
8 C -1.4310 -0.0549 2.7183  -0.241
9 C -2.0251 -0.6673 1.5476  0.131
10 N -1.4172 -0.8355 0.4389  -0.318
11 N -2.0736 -1.5171 -0.5864  -0.442
12 C -1.3444 -1.4849 -1.6684  0.521
13 O -0.2088 -0.9022 -1.8225  -0.668
14 C -1.8977 -2.1791 -2.8752  0.001
15 C -1.3728 -1.8826 -4.1275  -0.208
16 C -1.8951 -2.4808 -5.2668  -0.225
17 C -2.9349 -3.3943 -5.1609  -0.234
18 C -3.4402 -3.7162 -3.9067  -0.232
19 C -2.9277 -3.1088 -2.7698  -0.209
20 H 1.3815 1.1989 4.1430  0.207
21 H -0.1272 1.3966 6.0785  0.191
22 H -2.5097 0.6499 5.8880  0.191
23 H -3.2933 -0.2722 3.7414  0.187
24 H -3.0481 -1.0339 1.6179  0.171
25 H -0.5551 -1.1762 -4.1811  0.244
26 H -1.4957 -2.2264 -6.2414  0.199
27 H -3.3541 -3.8521 -6.0495  0.194
28 H -4.2431 -4.4391 -3.8190  0.196
29 H -3.3071 -3.3484 -1.7857  0.233
30 C 7.4757 0.3894 -5.9079  -0.729
31 C 8.4124 1.4136 -5.3174  0.444
32 O 8.9955 2.2321 -5.9781  -0.557
33 S 8.7723 1.2588 -3.5546  0.186
34 C 7.1454 1.0321 -2.8866  -0.244
35 C 6.1620 2.0037 -3.0646  -0.242
36 C 4.9095 1.8393 -2.5032  -0.149
37 C 4.5958 0.7057 -1.7316  -0.079
38 C 5.6052 -0.2588 -1.5613  -0.195
39 C 6.8558 -0.1005 -2.1290  -0.225
40 C 3.3091 0.5231 -1.1667  -0.226
41 C 2.2122 0.3247 -0.6709  -0.177
42 H 7.0972 0.7486 -6.8631  0.226
43 H 6.6512 0.1628 -5.2364  0.253
44 H 8.0502 -0.5243 -6.0699  0.235
45 H 6.3883 2.8916 -3.6439  0.211
46 H 4.1466 2.5940 -2.6408  0.222
47 H 5.3749 -1.1387 -0.9754  0.220
48 H 7.6221 -0.8536 -1.9876  0.207
49 N -0.6336 2.3178 -0.2522  -0.605
50 C -0.2763 3.3599 0.1311  0.492
51 N 0.1090 4.5637 0.4418  -0.744
52 C -0.2731 5.3259 1.4179  0.472
53 N -0.5554 6.1082 2.2386  -0.609

Results
M in g mol⁻¹: 674.599
Charge: -2
Energy relative to the best compared isomer or geometry (same formula, charge and spin) in eV: 0.586
Multiplicity: 1

Number 1: Kohn-Sham gap 6.07 eV. Number 2: Kohn-Sham gap 8.03 eV. Number 3: Kohn-Sham gap 5.15 eV. Number 4: Kohn-Sham gap 5.55 eV.